one:
23
Properties=species:S:1:pos:R:3:nbo_charge:R:1 method="wB97M-V/def2-TZVPD" orbital_gap_ev="7.60 / 7.57" charge=+1
C -1.85430 1.54027 0.62701 -0.6872
H -1.73759 2.43195 -0.14157 0.2838
H -0.00643 -3.09743 2.24040 0.2661
C 1.04585 0.90688 -1.31608 -0.4089
H -0.21752 2.51408 -2.43282 0.2337
C 0.28732 0.68142 1.83868 -0.2108
H 1.69620 0.30111 -1.75175 0.2246
O -0.68297 -1.99959 -1.12921 -0.2575
H -2.41315 1.78036 1.48767 0.2645
C -0.55913 0.92312 0.77840 0.2025
N 0.17062 -1.40785 -0.43120 0.2102
C 0.60350 -1.68582 0.84414 0.1612
H 0.42141 0.94333 2.87853 0.2707
H -2.46011 0.80993 0.12189 0.2615
H 0.83875 -3.82723 0.94439 0.2812
H 1.72921 -3.04646 1.94298 0.2700
C 0.31977 0.12254 -0.19490 0.0896
C 0.76196 -2.93593 1.50577 -0.7083
C 0.03970 1.43244 -2.39498 -0.6324
H 0.47740 1.25149 -3.41862 0.2483
C 0.87500 -0.34617 1.10696 0.1842
H 1.60449 1.68931 -0.84745 0.2381
H -0.93999 1.01820 -2.25822 0.2148

=====

two:
23
Properties=species:S:1:pos:R:3:nbo_charge:R:1 method="wB97M-V/def2-TZVPD" orbital_gap_ev=4.28 charge=+1
H 3.52632 0.74211 2.13736 0.2050
H -0.63216 -3.45764 1.78537 0.2132
H -4.80928 2.51778 -1.65376 0.2216
C -0.02909 -3.18077 0.95328 -0.2937
H -3.56923 -0.02522 -0.45464 0.4894
H -3.36514 1.92227 -2.33589 0.2474
H -0.14131 -3.88097 0.13081 0.2085
C 2.96338 0.71444 1.31524 -0.1779
C 2.49130 1.25943 -0.92075 -0.1986
H 0.82559 0.39115 -1.87820 0.2204
H 4.17580 2.02352 0.16960 0.2227
C -0.29781 -0.83618 0.19667 0.2576
H 1.02543 -2.68397 1.00016 0.2156
H -4.99700 0.95290 -0.04503 0.4407
O -0.71802 -2.01552 0.38286 -0.4651
C 1.03496 -0.23994 0.26021 -0.2258
C 3.27779 1.46179 0.19413 -0.1930
H 2.81185 1.91568 -1.68323 0.2177
C 1.39669 0.48527 -0.92742 -0.1889
C -4.17423 1.66560 -1.66570 0.1636
N -4.24941 0.77700 -0.72333 -0.5832
C 1.85834 -0.10482 1.39995 -0.2134
H 1.59522 -0.40392 2.36228 0.2162

=====

It comes down to two, which is 0.0579 hartree more stable than the next structure.

=====

one:
11
Properties=species:S:1:pos:R:3:nbo_charge:R:1 method="wB97M-V/def2-TZVPD" multiplicity=2 orbital_gap_ev="6.24 / 5.07" charge=0 s2=0.7545
H -0.05230 -1.41493 1.01295 0.2197
H -2.22926 -0.70626 0.73033 0.1650
H -0.13592 -1.73468 -0.75802 0.2244
O -1.65738 0.69170 -0.76300 -0.5649
Li -0.16987 1.97329 -0.64780 0.7946
C -0.19398 -0.96076 0.02140 -0.1856
H -0.79673 2.14366 1.10150 -0.8017
C -1.54103 -0.29232 -0.03079 0.4731
O 2.98792 0.44866 -0.27611 -0.4817
O 0.79117 0.05699 -0.21236 -0.5415
C 2.06874 -0.28630 -0.18482 0.6987

=====

two:
11
Properties=species:S:1:pos:R:3:nbo_charge:R:1 method="wB97M-V/def2-TZVPD" multiplicity=2 orbital_gap_ev="4.92 / 5.54" charge=0 s2=0.7612
Li -0.81998 1.74601 -1.31946 0.9448
H -1.84941 -1.30713 -1.41263 0.1349
C -1.34660 -1.09229 0.72403 -0.6522
O -2.13816 0.67709 -0.76687 -0.9688
C -0.55702 0.54180 -3.88633 1.0422
C -1.96913 -0.61787 -0.55039 0.0162
O 0.01602 0.80129 -2.87433 -0.5962
H -0.24934 -1.12266 0.73740 0.1472
H -1.64176 -1.96115 1.32325 0.1810
O -0.67211 -0.00330 -4.91891 -0.4385
H -2.78199 -0.96152 0.57309 0.1894

=====

It comes down to one, which is 0.0090 hartree more stable than the next structure.

=====

one:
67
Properties=species:S:1:pos:R:3:nbo_charge:R:1 method="wB97M-V/def2-TZVPD" orbital_gap_ev=6.01 charge=-2
C -1.11021 4.48793 2.55131 -0.2333
H -0.58793 -3.43423 1.60703 0.5085
O 2.54848 -4.08322 0.77060 -1.1237
P 1.50535 -3.05746 1.48870 2.5175
N 0.19341 -5.85068 -3.18294 -0.1216
H 1.79160 -0.41071 -1.76703 0.2279
C -1.95946 -1.31201 4.19777 -0.2212
C -2.16358 2.12010 -0.84036 -0.6197
C -0.77452 3.18258 2.20402 -0.2301
C -1.18831 1.81318 -3.08466 -0.1663
H 1.72785 4.68712 -1.30329 0.2027
C 0.03008 -0.08787 3.55191 -0.0111
H 0.64638 6.11823 0.16701 0.1921
C 0.97503 0.22059 -2.10070 -0.1902
C -0.44551 -0.01363 2.23316 -0.3504
H -2.22957 1.72900 0.17579 0.2207
O 1.49711 -1.82236 0.59674 -1.2562
N -1.21471 -2.73208 -3.93257 -0.6066
H -2.01069 2.39870 -3.48532 0.1969
N -2.23070 -0.84057 -3.02714 -0.4985
H -2.02277 -0.60347 0.89485 0.2572
N 0.07050 -4.52980 -2.89702 -0.5737
H 1.92057 0.70981 -3.90114 0.2063
H -0.84534 6.56956 2.08341 0.1948
H 2.40859 3.25622 -0.51356 0.2268
H 0.98974 3.10143 -1.53517 0.2356
C 1.47649 3.75014 -0.80405 -0.6485
N -2.18680 -0.15334 -1.75942 -0.1755
C -0.59336 5.54796 1.82256 -0.2330
O 1.68228 -2.92494 2.94426 -1.1302
C -1.41137 1.16457 -1.74928 0.0950
N -0.64003 -1.89970 -1.78456 -0.7171
H -1.77645 4.67163 3.38674 0.1984
N -1.20633 -5.00349 -4.61739 -0.4127
C 1.38338 0.45930 3.94118 -0.6466
N -1.05552 -0.80712 -0.98026 -0.2102
Sb 0.83112 0.89254 0.75068 1.1835
C -0.18512 0.39914 -1.15946 -0.2263
H -0.36667 -0.78865 5.53524 0.1948
H -1.69467 3.10585 -0.79972 0.2084
P 3.81473 -3.61207 -0.22990 2.5472
C -1.36015 -1.80422 -2.90615 0.5322
N -0.55503 -6.11751 -4.19630 -0.1338
H -3.36664 -1.71521 2.62073 0.2027
Cd 0.99159 -3.25178 -1.34404 1.7256
H -1.19399 2.36252 2.77642 0.2220
O 3.14002 -3.23934 -1.54583 -1.2552
H 1.55804 1.45663 3.53212 0.2110
H -1.93108 -2.62941 -4.63302 0.4089
O 0.12398 -3.85964 1.11372 -1.0228
C -0.79553 -4.06183 -3.79135 0.4360
H -3.17848 2.21848 -1.23341 0.2109
C -2.42421 -1.25359 2.89207 -0.2391
H -2.53446 -1.82047 4.96320 0.1955
H 0.04670 2.14910 -4.73991 0.1965
C 0.07462 2.90794 1.13058 -0.3466
C -0.06433 1.66833 -3.77418 -0.2286
O 4.31651 -2.26065 0.47502 -1.0187
C 0.24834 5.29138 0.74714 -0.2229
H 1.47643 0.52123 5.02667 0.2018
H 2.17216 -0.20198 3.57025 0.2539
C -1.66953 -0.60848 1.91750 -0.2340
H 3.57324 -1.63419 0.51325 0.5163
C 0.58815 3.98828 0.39100 -0.0409
O 4.86846 -4.63135 -0.19574 -1.1263
C 1.04417 0.83712 -3.27620 -0.2443
C -0.74199 -0.72950 4.51843 -0.2118

=====

two:
67
Properties=species:S:1:pos:R:3:nbo_charge:R:1 method="wB97M-V/def2-TZVPD" orbital_gap_ev=7.53 charge=-2
H 2.19217 -2.00664 -0.08375 0.5251
Sb -0.94899 0.24595 -0.03593 1.2148
H 1.58148 -0.71224 1.77343 0.2169
N 1.92141 0.52740 -6.48971 -0.1276
H -4.10747 -0.20305 0.48490 0.2360
C -2.55895 -3.76727 2.37872 -0.2115
H -5.24836 1.12150 0.19443 0.2012
C -2.24875 -2.37904 0.44936 -0.2204
C -4.14049 2.59521 2.02576 -0.2248
H -2.39357 -2.23441 -0.61969 0.2408
H -3.78413 0.95707 -0.78980 0.2324
H -0.22920 -1.09737 4.32416 0.2043
N 2.78811 1.32712 -5.80503 -0.4166
C 2.71337 0.89784 -4.56490 0.4367
C 3.01855 0.86135 1.91554 -0.1988
N 4.84763 0.29094 -0.57784 -0.1131
H -0.50382 3.26955 -0.35690 0.2211
P -1.00583 -2.89926 -2.79148 2.5382
C -3.49051 3.39468 2.95995 -0.2310
C 2.55118 2.81706 0.60700 -0.2243
H 4.18235 2.09742 -3.87091 0.4095
C 1.82577 0.30147 1.47754 -0.2243
H -4.06100 4.06852 3.59067 0.1947
C 3.37812 2.12737 1.48953 -0.1997
P 1.28516 -3.67455 -1.14350 2.5182
O 1.25611 -2.26693 -0.26435 -1.0513
C -4.19159 0.85413 0.21797 -0.6470
O 2.09273 -3.33913 -2.41137 -1.2544
H -1.75594 -2.98797 4.21063 0.1902
H -2.92211 -4.67798 2.84074 0.1959
H 3.67437 0.29936 2.57327 0.2064
N 3.08996 -0.10347 -1.74364 -0.5803
H -3.29329 -4.25105 0.40898 0.2159
C -1.54193 -1.43213 1.20046 -0.3993
C 0.96044 1.00364 0.63915 -0.3813
O 1.68108 -4.82233 -0.32136 -1.1211
H -1.58262 3.94331 3.79246 0.1984
O -0.17243 -3.42522 -4.06591 -1.0157
H 0.95131 4.02217 -1.03171 0.2097
H 4.31367 2.56892 1.81303 0.2044
N 1.85285 -0.10930 -4.43564 -0.5899
C -0.80970 -0.61294 3.53423 -0.6563
C -1.89425 -2.81643 3.14508 -0.2592
N 4.89173 1.12725 -1.64859 -0.4070
H -5.22167 2.65162 1.93303 0.1924
H 2.85133 3.79418 0.23978 0.1991
H -1.61702 -0.04306 4.00857 0.2141
C -1.39795 -1.63450 2.58899 0.0799
C -3.43317 1.71567 1.20384 -0.0340
C 1.34428 2.27356 0.16851 -0.0324
H -0.17919 0.10275 3.02020 0.2293
Cd 1.44075 -1.24058 -2.61245 1.7114
O -2.42205 -3.27095 -2.92916 -1.1323
H 0.32607 2.51787 -1.72295 0.2333
N 3.46663 1.48044 -3.52994 -0.6071
C -2.75768 -3.53716 1.02528 -0.2083
C -1.39138 2.46158 2.24404 -0.1637
H -0.30735 2.42989 2.33330 0.2089
O -0.28582 -3.76763 -1.56643 -1.1067
C -2.02828 1.63354 1.31251 -0.3669
N 1.36820 -0.32367 -5.69537 -0.1111
O -0.66779 -1.43427 -2.48502 -1.2566
C -2.10634 3.32762 3.06878 -0.2598
C 0.48015 3.06787 -0.79086 -0.6478
N 3.79168 -0.44192 -0.63435 -0.1574
H 0.77988 -3.50370 -3.83919 0.5165
C 3.80210 0.84030 -2.33611 0.4439

=====

It comes down to two, which is 0.1277 hartree more stable than the next structure.

=====

one:
14
Properties=species:S:1:pos:R:3:nbo_charge:R:1 method="wB97M-V/def2-TZVPD" orbital_gap_ev=9.41 charge=0 smiles="F[C@@H]1[C@@H]2C=CC[C@H]12"
C -0.09408 -0.35735 0.89197 -0.3586
C -0.89902 -0.71721 -0.19503 -0.2749
H -1.92787 -1.38924 0.04714 0.2333
H 0.61750 1.60287 1.71727 0.1973
F 1.54643 -0.90719 -0.53332 -0.3557
H 1.64660 0.81380 0.27600 0.2551
C -0.18766 1.44369 -0.64958 -0.1842
H 0.28620 2.39193 -1.24191 0.2312
C -0.76513 0.31948 -1.15838 -0.2226
H -0.36941 -0.29762 2.02710 0.2401
C 0.48278 -1.38205 0.16552 0.2013
C 0.52328 0.88476 0.62651 -0.4087
H -1.44512 0.13293 -2.04346 0.2247
H 0.58552 -2.53881 0.07017 0.2217

=====

two:
14
Properties=species:S:1:pos:R:3:nbo_charge:R:1 method="wB97M-V/def2-TZVPD" orbital_gap_ev=9.58 charge=0 smiles="CC1(F)C=CC=C1"
F -1.39945 -0.02810 -1.52234 -0.3576
H -0.96617 0.03344 1.76007 0.2240
H 2.48336 -1.36986 -0.12811 0.2185
C -0.60686 -0.00796 -0.37381 0.2800
H -2.18147 -0.86476 0.83159 0.2185
H 2.50390 1.34465 -0.17176 0.2187
C -1.55017 0.01547 0.83134 -0.6225
C 0.34141 -1.18646 -0.33990 -0.2025
C 1.59991 0.72839 -0.25085 -0.2140
H -2.19053 0.91351 0.78198 0.2193
C 1.59830 -0.75204 -0.22597 -0.2141
H -0.01954 -2.20326 -0.38685 0.2185
C 0.35366 1.17508 -0.36926 -0.2055
H 0.03365 2.20189 -0.43612 0.2188

=====

It comes down to two, which is 0.1529 hartree more stable than the next structure.

=====

one:
12
Properties=species:S:1:pos:R:3:nbo_charge:R:1 method="wB97M-V/def2-TZVPD" orbital_gap_ev=9.51 charge=0
H -0.49991 0.07807 -1.39132 -0.2258
H 0.65878 0.52338 1.81483 0.2519
H 0.71922 -1.75495 0.05390 0.3382
N -0.33584 -1.72467 0.16831 -0.6225
O 1.83943 0.56761 -0.94182 -1.1430
Si 0.76117 0.40668 -2.01797 1.5845
H -1.77523 -0.69560 1.12527 0.1683
H 0.87132 0.38678 -3.45040 -0.2280
H -0.29029 1.47464 0.53442 0.2482
H -0.87570 0.72119 2.17452 0.2236
C -0.81524 -0.57149 0.70634 0.1155
C -0.25771 0.58835 1.22392 -0.7110

=====

two:
12
Properties=species:S:1:pos:R:3:nbo_charge:R:1 method="wB97M-V/def2-TZVPD" orbital_gap_ev=10.42 charge=0 smiles="C/C=N/[SiH2]O"
Si 1.37653 -0.45705 1.53276 1.5683
C -0.28415 0.37955 -0.41999 0.2122
H 1.27924 -2.54653 1.08329 0.4917
O 1.77751 -2.00686 1.60495 -1.0806
H -1.30198 0.05712 -2.23246 0.2379
H -2.32318 -0.26864 -0.80188 0.2283
H 0.39490 0.98176 -0.98615 0.1250
C -1.47177 0.32476 -1.24879 -0.6790
N -0.05488 -0.29413 0.55812 -0.8679
H 1.17003 0.08091 3.01484 -0.2272
H 2.77764 0.29481 1.28792 -0.2361
H -1.75192 1.41817 -1.54379 0.2273

=====

three:
12
Properties=species:S:1:pos:R:3:nbo_charge:R:1 method="wB97M-V/def2-TZVPD" orbital_gap_ev=8.74 charge=0 smiles="C[C@@H]([SiH3])N=O"
H -2.02679 0.83821 0.84513 -0.1578
Si -1.45129 -0.16850 -0.01965 0.8875
O -0.02956 1.66085 -1.90427 -0.3060
H 0.69936 -0.88260 1.46817 0.2108
H -1.68530 -1.29655 0.70640 -0.1892
C 0.49205 0.06311 -0.40905 -0.4709
H 2.08664 -0.81101 0.50378 0.2163
H -2.02314 -0.25082 -1.29852 -0.1589
N 0.62767 1.33940 -0.96897 0.1222
H 1.47619 0.59503 1.43524 0.2310
H 0.58735 -0.82920 -1.18553 0.2426
C 1.24682 -0.25793 0.82727 -0.6275

=====

It comes down to two, which is 0.1078 hartree more stable than the next structure.